[1]
125
Properties=species:S:1:pos:R:3:lowdin_charge:R:1 method="wB97M-V/def2-TZVPD" spin_multiplicity=1 total_charge=-1 homo_energy_ev=-3.96 de_lowest_kcal_mol=353.1 gap_ev=1.03
B -8.84833 1.97086 0.59789 0.25
H -4.57530 -4.56279 1.33303 -0.10
H -9.25614 0.77547 0.37590 -0.16
H -6.24383 1.93947 4.18050 -0.13
H 4.33645 6.29441 8.29584 -0.25
C 4.16247 2.90415 1.29570 -0.24
S 3.05715 1.86689 0.28515 0.83
O 2.48427 0.68918 1.03107 -0.58
C 1.71036 3.04551 0.07478 -0.25
H 4.56136 3.63638 0.55539 0.06
H 4.99569 2.31222 1.65504 0.03
H 3.71401 3.39246 2.14770 0.03
H 1.53080 3.62192 0.96845 0.01
H 0.84309 2.47643 -0.24505 0.04
H 1.90462 3.79338 -0.67530 0.02
C 2.98657 7.09255 -1.55727 -0.26
S 1.75575 6.89634 -0.22651 0.81
O 1.49260 8.30895 0.21428 -0.57
C 0.37332 6.32988 -1.41718 -0.23
H 3.24301 6.17495 -2.07717 0.02
H 3.86357 7.55471 -1.07908 0.05
H 2.44237 7.82769 -2.17596 0.05
H 0.04144 7.17816 -2.03541 0.05
H -0.42906 5.98454 -0.75264 0.03
H 0.69606 5.55045 -2.15880 0.02
C -0.37344 3.36619 3.31897 -0.28
S 0.85090 4.54109 3.86613 0.81
O 1.76813 4.70427 2.76095 -0.56
C -0.35267 5.89731 3.73645 -0.24
H -1.08254 3.07553 4.17279 0.09
H 0.09443 2.40318 3.13559 0.05
H -0.94819 3.81134 2.56456 0.01
H 0.15832 6.68464 4.29505 0.05
H -1.23856 5.60743 4.31603 0.06
H -0.53711 6.06184 2.71609 0.04
C 0.20374 -5.75709 0.74980 -0.23
S -0.47432 -5.66030 2.48352 0.77
O -1.72075 -6.49771 2.46775 -0.60
C 0.87123 -6.44459 3.51313 -0.26
H 1.20272 -5.36502 0.57596 0.02
H -0.44713 -5.21113 0.07516 0.04
H 0.14971 -6.76826 0.49991 0.02
H 0.70682 -6.09912 4.57155 0.04
H 1.89355 -6.17890 3.12537 0.06
H 0.75504 -7.54459 3.40753 0.05
C 4.22604 -2.18016 2.24002 -0.27
S 5.21132 -0.73758 2.46533 0.78
O 4.61714 0.16222 3.48026 -0.54
C 6.63457 -1.51044 3.22802 -0.25
H 4.66720 -2.60572 1.33894 0.05
H 3.30109 -1.70424 1.92298 0.03
H 4.11365 -2.85159 3.10487 0.07
H 6.35851 -2.46289 3.62615 0.04
H 7.13154 -0.67898 3.79672 0.08
H 7.27343 -1.73817 2.39281 0.03
C -1.23963 -2.27180 -2.90392 -0.23
S -0.51063 -1.20326 -4.27391 0.84
O 0.88206 -0.67106 -3.93341 -0.58
C -0.25315 -2.65215 -5.44334 -0.23
H -2.26876 -2.51073 -3.12959 0.05
H -1.24233 -1.57624 -2.05195 0.05
H -0.52851 -3.10573 -2.69997 0.04
H -0.01897 -2.30231 -6.43890 0.04
H -1.23813 -3.10154 -5.46471 0.04
H 0.45904 -3.32505 -4.98265 0.03
C -0.33251 -2.97953 5.50874 -0.27
S 1.36507 -2.44182 5.36630 0.81
O 2.03760 -3.62806 4.76149 -0.57
C 1.38088 -1.04525 4.22609 -0.24
H -0.43901 -3.68170 6.31648 0.04
H -0.67731 -3.40936 4.60047 0.01
H -1.07729 -2.17145 5.72114 0.07
H 1.04986 -0.13937 4.66797 0.04
H 0.72762 -1.26803 3.35637 0.08
H 2.40116 -0.82597 3.92012 0.02
C -4.30580 0.88233 1.60195 -0.32
S -4.35048 2.65853 1.60377 0.71
O -3.09462 3.08258 0.81404 -0.61
C -5.75113 2.80013 0.45929 -0.32
H -5.27714 0.49461 2.00828 0.04
H -3.40957 0.55111 2.17279 0.06
H -4.06750 0.52326 0.58146 0.06
H -5.59792 2.09892 -0.36820 0.04
H -5.79072 3.82126 0.09361 0.06
H -6.59699 2.44534 1.16167 -0.03
C -3.73164 2.72039 -3.03198 -0.25
S -2.13549 1.89758 -2.99111 0.80
O -1.41530 2.20710 -4.25381 -0.57
C -1.29790 2.97312 -1.90722 -0.27
H -4.14561 2.37609 -2.08754 0.02
H -4.45418 2.35559 -3.79325 0.07
H -3.69369 3.77064 -3.17012 0.05
H -0.24891 2.76480 -2.00755 0.03
H -1.64518 3.04000 -0.90689 0.02
H -1.31199 3.96338 -2.41950 0.07
C -4.44357 -7.88301 -2.18996 -0.28
S -6.24064 -7.64341 -1.88065 0.80
O -6.95547 -8.93521 -1.97069 -0.57
C -5.90147 -7.36613 -0.12182 -0.28
H -3.98335 -6.92755 -1.91213 0.05
H -4.19577 -8.26498 -3.16458 0.04
H -3.94774 -8.49618 -1.41672 0.05
H -5.20736 -8.10181 0.25795 0.05
H -6.84391 -7.57610 0.34121 0.04
H -5.57884 -6.40406 0.15615 -0.05
C 2.91201 -3.86161 -3.06748 -0.27
S 2.34432 -3.21161 -1.49475 0.78
O 3.02683 -4.06879 -0.52375 -0.54
C 3.25159 -1.74272 -1.62851 -0.28
H 3.94880 -4.23379 -2.96746 0.06
H 2.89316 -3.04193 -3.80338 0.05
H 2.29630 -4.72147 -3.41225 0.06
H 4.28439 -2.00818 -1.93006 0.08
H 3.26441 -1.16085 -0.73312 0.02
H 2.83736 -1.00176 -2.30218 0.04
C 1.12358 4.14848 -5.54646 -0.30
S 2.51637 3.89443 -4.50290 0.81
O 2.14324 4.28190 -3.13160 -0.58
C 2.47414 2.05799 -4.67575 -0.24
H 0.21223 3.81065 -5.02238 0.03
H 1.24253 3.56976 -6.55160 0.09
H 1.08516 5.27338 -5.68638 0.06
H 3.31666 1.54940 -4.20976 0.05
H 2.58675 1.92380 -5.77880 0.06
H 1.52634 1.65232 -4.37142 0.02

=====

[2]
118
Properties=species:S:1:pos:R:3:lowdin_charge:R:1 method="wB97M-V/def2-TZVPD" spin_multiplicity=1 homo_energy_ev=-8.86 de_lowest_kcal_mol=0.0 gap_ev=9.04
C 10.55723 5.30987 -2.05994 -0.16
O 11.28961 5.49640 -0.85621 -0.13
H 10.02516 4.36867 -1.92155 0.07
H 9.78534 6.07866 -2.09532 0.06
H 11.17694 5.26727 -2.95562 0.08
H 10.64047 5.49240 -0.14895 0.01
C 7.11723 8.29342 -6.53955 -0.16
O 5.99973 8.04115 -5.73573 -0.17
H 7.01841 9.34357 -6.81435 0.06
H 7.92455 8.07967 -5.83910 0.07
H 7.04981 7.59808 -7.37625 0.08
H 6.12107 8.42672 -4.86496 0.00
C 3.91596 5.62661 -4.21405 -0.20
O 3.45786 4.33872 -4.37968 -0.10
H 4.49234 5.76380 -3.29913 0.06
H 4.45757 5.99672 -5.08456 0.06
H 3.11697 6.35189 -4.06022 0.08
H 2.54168 4.34531 -4.09300 0.08
C 7.63682 9.21789 2.19051 -0.12
O 6.79307 8.43771 1.33661 -0.18
H 8.13985 8.67727 2.99224 0.08
H 8.41639 9.67566 1.58156 0.09
H 7.02654 10.02539 2.59501 0.07
H 6.09532 8.10071 1.90334 0.04
C 7.82226 13.67032 -2.40026 -0.14
O 6.83289 12.68027 -2.19772 -0.16
H 7.59536 14.47429 -1.70008 0.07
H 8.84594 13.36059 -2.18991 0.08
H 7.75562 14.07561 -3.40991 0.08
H 6.02987 12.95560 -2.64600 0.03
C 2.90308 11.74021 -2.45354 -0.12
O 2.43531 11.66133 -1.07443 -0.13
H 2.57004 10.89121 -3.05051 0.08
H 2.59172 12.62235 -3.01301 0.07
H 3.99200 11.78566 -2.43704 0.05
H 2.00219 12.49417 -0.87347 0.07
C 8.87424 6.08736 1.29169 -0.15
O 9.90366 5.24189 1.77739 -0.11
H 9.20947 7.12208 1.36287 0.08
H 8.55694 5.82737 0.28183 0.08
H 7.99577 5.93757 1.91936 0.08
H 9.90191 5.35469 2.73074 0.08
C 6.61425 8.83758 -2.00368 -0.70
O 6.43931 8.84543 -3.20205 0.01
N 6.39735 9.86394 -1.21726 0.21
N 6.83878 7.68124 -1.38520 0.19
H 6.41898 9.72902 -0.21654 0.07
H 6.16638 10.75051 -1.64240 0.07
H 6.91884 7.62319 -0.38006 0.06
H 6.91632 6.83691 -1.93399 0.04
C 7.12873 4.59008 -3.61088 -0.75
O 7.08718 5.28055 -2.62144 0.02
N 7.21943 3.28997 -3.56638 0.18
N 7.09949 5.03493 -4.85693 0.20
H 7.27833 2.88570 -2.64269 0.12
H 7.23446 2.77096 -4.43270 0.11
H 7.04120 4.42386 -5.65901 0.12
H 7.19314 6.02650 -5.02460 0.09
C 4.25851 10.00688 4.14778 -0.05
C 3.75413 9.16608 2.98840 -0.49
C 3.63786 10.01417 1.71700 -0.02
O 4.54065 8.04606 2.79298 -0.06
H 3.84018 11.01324 4.16605 0.08
H 5.34216 10.01503 4.26498 0.07
H 3.98919 9.55723 5.10349 0.08
H 2.75281 8.86072 3.29204 0.14
H 4.59775 10.34507 1.32050 0.07
H 3.00445 10.88094 1.90570 0.08
H 3.19200 9.40599 0.92997 0.08
H 4.79676 7.71964 3.65869 0.12
C 5.67598 11.57749 -5.26398 -0.02
C 5.26743 13.06889 -5.50225 -0.48
C 3.95650 13.23907 -6.23079 -0.05
O 5.09943 13.58987 -4.22475 -0.08
H 6.03321 11.20920 -6.22567 0.07
H 4.76108 11.01773 -5.06973 0.09
H 6.43427 11.40283 -4.50072 0.05
H 6.07713 13.60171 -6.00083 0.13
H 3.14194 12.85036 -5.61967 0.08
H 3.93695 12.67548 -7.16358 0.09
H 3.72223 14.27961 -6.45550 0.08
H 4.85012 14.51597 -4.26679 0.11
C 9.13304 10.67498 -4.39899 -0.04
C 10.41842 10.09006 -3.79519 -0.49
C 10.91655 8.88115 -4.59098 -0.06
O 11.46058 11.01004 -3.67349 -0.04
H 9.28331 10.94331 -5.44471 0.09
H 8.80581 11.56148 -3.85573 0.05
H 8.27931 10.00123 -4.32623 0.05
H 10.22653 9.73319 -2.78331 0.14
H 11.73625 8.36429 -4.09193 0.07
H 11.17497 9.13705 -5.61851 0.08
H 10.24768 8.02744 -4.69998 0.06
H 11.56280 11.50366 -4.49049 0.09
C 4.23348 5.58646 -0.04781 -0.03
C 2.90500 5.50997 0.78708 -0.49
C 3.12670 4.93936 2.13669 -0.08
O 2.35336 6.78617 0.98051 -0.04
H 4.61698 4.63669 -0.42057 0.08
H 5.02225 6.15951 0.43960 0.06
H 3.95416 6.16231 -0.93012 0.07
H 2.18112 4.83719 0.32722 0.14
H 2.16700 4.92554 2.65330 0.08
H 3.82425 5.42970 2.81571 0.07
H 3.40932 3.90180 1.95862 0.08
H 3.02875 7.30727 1.42086 0.03
C 4.88865 13.56405 0.34043 -0.06
C 4.27636 13.92308 1.65508 -0.49
C 5.35977 14.08086 2.72380 -0.06
O 3.47275 15.11240 1.68787 -0.04
H 5.44790 12.63117 0.26909 0.08
H 5.54616 14.38877 0.06546 0.08
H 4.07742 13.61362 -0.38589 0.07
H 3.69195 13.04086 1.91634 0.11
H 6.22392 14.65948 2.39737 0.08
H 5.68769 13.10044 3.06927 0.07
H 5.04199 14.59278 3.63213 0.08
H 3.93159 15.91445 1.42753 0.09

=====

Sequential strongest force on any atom output: 3.5, 3.3 eV Å⁻¹